1.
Computed, not measured: a cluster of 2 separate species, C6H13NO3 in total, with ωB97M-V with the def2-TZVPD basis set.

Structure (XYZ):
```
23
Properties=species:S:1:pos:R:3:forces:R:3
O -0.0493 0.5152 1.5448 -1.462 -0.431 -0.250
O 1.6837 -0.7670 -0.7296 -1.069 1.451 0.114
O -0.1370 0.2910 -1.6951 1.690 0.151 0.766
N -0.9591 -1.6690 1.1767 -0.378 1.145 -0.215
C -2.3942 0.2977 0.9570 -0.177 0.290 -0.401
C -0.5958 -0.9406 -2.2406 -0.565 -0.699 0.234
C -1.0944 -0.4025 1.1601 1.919 -0.510 1.964
C 1.1537 0.2610 -1.1060 -0.245 -1.939 -2.482
C 0.9614 0.0616 2.4517 -0.116 -0.465 -0.566
C 1.8954 1.4928 -1.5374 0.068 0.574 1.145
H 1.5923 -0.6761 1.9494 0.187 0.074 0.112
H 0.1590 -1.5082 -2.7903 0.286 0.384 0.084
H -1.4122 -0.7057 -2.9298 0.146 0.134 0.211
H 2.8090 1.5924 -0.9473 -0.113 0.017 -0.086
H -2.5162 0.5299 -0.1026 -0.038 0.101 0.008
H -3.2354 -0.3283 1.2634 0.306 -0.103 -0.081
H -0.0168 -1.9713 1.4161 0.002 0.140 -0.138
H 1.2783 2.3845 -1.4172 0.071 -0.059 -0.115
H 0.5379 -0.3939 3.3503 -0.186 0.042 -0.075
H -0.9651 -1.6010 -1.4550 -0.059 0.046 0.026
H 2.1718 1.3836 -2.5895 -0.211 -0.134 0.126
H -2.4337 1.2317 1.5228 0.160 -0.145 -0.130
H 1.5669 0.9221 2.7480 -0.217 -0.064 -0.255
```
Forces are in eV/Å.

Computed properties:
spin multiplicity	1
highest occupied orbital energy	-10.0	eV
SMILES string	[H]/N=C(/C)OC.COC(C)=O
gap between HOMO and LUMO	10.92	eV

Mulliken atomic charge list, values in e, 6 entries: O -0.314; O -0.540; O -0.323; N -0.690; C -1.137; C -0.684

***

2.
Computed, not measured: a cluster of 2 separate species, C6H13NOS2 in total, with ωB97M-V with the def2-TZVPD basis set.

Structure (XYZ):
```
23
Properties=species:S:1:pos:R:3:forces:R:3
S 2.1295 -0.2841 0.1977 -0.060 3.460 1.964
S 3.4150 1.6871 0.4898 -1.704 -0.062 -0.214
O 2.1500 -1.1238 1.3723 -0.084 -0.594 0.676
N 3.1636 -0.9833 -0.7394 1.310 -4.487 -0.221
C -0.9441 -1.4790 0.3860 2.285 -2.612 1.913
C -0.2082 0.0252 -1.3853 -0.009 0.060 1.276
C -0.3056 1.2291 -0.4751 -3.440 0.478 -0.820
C -1.5048 -0.3320 1.1333 0.522 0.870 -0.391
C -0.6547 0.9283 1.0001 0.681 -1.155 -0.252
C -0.4019 -1.2041 -0.9501 -1.741 -0.491 -1.077
H -1.5841 -2.3868 0.4224 0.146 0.673 -0.289
H 0.4789 1.9051 -0.7555 0.580 0.521 0.583
H 0.2346 0.4442 1.4397 0.051 1.425 0.579
H 0.0752 0.1775 -2.3881 0.422 0.380 -1.096
H -1.5523 -0.4002 2.1756 0.380 -1.196 1.852
H 4.6261 1.2172 0.5813 0.970 -0.716 0.075
H 3.4570 -0.6557 -1.6016 0.416 1.042 -1.784
H -1.2663 1.7187 -0.8319 1.018 0.018 -0.031
H 0.0025 -1.8363 0.9266 -1.244 0.167 -0.114
H -0.3790 -2.0675 -1.6144 0.313 0.232 -0.102
H -2.5189 -0.2873 0.9545 -2.445 0.873 -1.299
H 3.0102 -2.0217 -0.6897 0.502 1.385 -0.193
H -1.1511 1.7003 1.6529 1.131 -0.271 -1.036
```
Forces are in eV/Å.

Computed properties:
spin multiplicity	1
highest occupied orbital energy	-8.4	eV
gap between HOMO and LUMO	8.70	eV

Mulliken atomic charge list, values in e, 6 entries: S 0.791; S -0.398; O -0.571; N -0.527; C -0.328; C -0.587

***

3.
Computed, not measured: a cluster of 2 separate species, C6H13NP2 in total, with ωB97M-V with the def2-TZVPD basis set.

Structure (XYZ):
```
22
Properties=species:S:1:pos:R:3:forces:R:3
P 0.5203 0.6111 -1.2182 0.254 -1.037 -1.972
P -1.8941 -2.9759 -0.0255 -3.382 -1.640 -2.631
N -0.7580 1.3513 2.2992 -1.306 1.280 2.109
C 0.8026 0.8713 0.4817 -0.837 0.347 1.829
C 0.4934 -1.8048 -2.5172 -1.502 -3.723 0.732
C 1.9455 0.6423 1.1164 -1.251 0.520 0.226
C 0.7177 -1.0577 -1.2584 -1.017 2.991 -1.436
C -0.2888 1.6679 1.1811 1.437 -0.535 0.165
C -0.4526 2.9713 0.5306 -0.338 -0.199 -1.604
H 1.9909 0.9535 2.1359 0.379 -0.099 0.679
H 0.3014 2.9262 -0.3260 -1.574 1.309 0.887
H -1.0861 -2.0135 -0.4286 0.963 1.822 -0.295
H 0.7934 -1.3939 -3.4670 0.106 0.598 0.025
H -0.6461 -2.2195 -2.6325 2.624 1.120 0.318
H -1.2999 2.2079 2.7574 1.029 -2.237 -1.413
H -2.7568 -2.2649 0.7796 -0.465 0.750 0.227
H -1.5287 3.1379 0.3119 0.765 -0.044 -0.672
H 0.7303 -1.4535 -0.2856 0.546 -1.295 0.724
H 2.7810 0.2676 0.6048 1.081 -0.541 -0.442
H 1.0873 -2.7487 -2.3374 -0.578 0.585 -0.807
H -0.2441 3.6635 1.3038 0.730 1.195 0.396
H -1.2088 -3.3392 0.9940 2.337 -1.167 2.957
```
Forces are in eV/Å.

Computed properties:
spin multiplicity	1
highest occupied orbital energy	-8.8	eV
SMILES string	[H]/N=C(\C)C(=C)/P=C/C.P
gap between HOMO and LUMO	8.84	eV

Mulliken atomic charge list, values in e, 6 entries: P -0.126; P 0.081; N -0.696; C 0.276; C -1.061; C -0.971

***

4.
Computed, not measured: the molecule C6H13NS, with ωB97M-V with the def2-TZVPD basis set.

Structure (XYZ):
```
21
Properties=species:S:1:pos:R:3:forces:R:3
S -0.2444 -1.3543 -1.2649 -0.401 1.262 1.854
N -1.0221 -2.4289 -0.0953 1.376 -2.084 -2.292
C -0.0355 1.5720 -1.8992 1.291 -1.060 -1.774
C -1.2156 -0.3196 2.0112 -0.118 2.236 -0.303
C 0.3691 0.1045 0.1334 0.585 -1.103 -2.342
C -0.7271 0.4301 1.0205 -1.099 -1.290 0.323
C 1.5049 -0.5640 0.7468 1.219 0.116 2.644
C 0.8287 1.3231 -0.6375 0.518 -0.642 -3.149
H 1.2062 -1.3156 1.5078 0.486 0.439 -0.505
H -1.2536 -3.2612 -0.7484 0.415 1.508 1.663
H 0.5994 2.2377 -2.5640 -1.440 -0.115 0.711
H 2.1974 -0.9601 0.0693 0.518 -1.108 -1.319
H -2.1341 0.0869 2.4409 0.361 -0.617 0.429
H -1.8855 -2.0212 0.1451 -1.405 0.597 0.228
H 0.7144 2.1410 -0.0192 -0.077 1.870 1.611
H -1.1143 1.8420 -1.7748 1.135 0.074 0.018
H -0.0158 0.5877 -2.4907 -0.271 1.533 0.686
H 1.9291 1.3923 -1.0235 -1.795 -0.886 1.007
H -1.2826 1.2941 0.8018 -0.777 1.054 -0.765
H -0.5806 -1.0133 2.4728 0.042 -1.515 0.550
H 2.1620 0.2268 1.1679 -0.564 -0.269 0.724
```
Forces are in eV/Å.

Computed properties:
spin multiplicity	1
highest occupied orbital energy	-8.0	eV
SMILES string	C=C[C@](C)(CC)SN
gap between HOMO and LUMO	8.65	eV

Mulliken atomic charge list, values in e, 6 entries: S -0.069; N -0.556; C -1.069; C -0.972; C 1.474; C -0.646

***

5.
Computed, not measured: a cluster of 2 separate species, C6H13NS in total, with ωB97M-V with the def2-TZVPD basis set.

Structure (XYZ):
```
21
Properties=species:S:1:pos:R:3:forces:R:3
S -3.8365 0.1523 -0.4802 1.597 -4.301 -1.081
N 1.1310 -0.0165 -0.4935 2.758 1.644 -2.112
C -1.1685 -1.0426 0.0854 0.999 1.589 -2.232
C 1.7211 1.4582 -0.4141 3.024 -3.773 2.723
C 0.0329 -0.0560 0.3554 -2.054 1.190 3.025
C -2.2011 0.0146 0.3100 -0.185 2.354 2.276
C -1.0923 1.1389 0.2130 0.221 0.550 -0.093
C 2.2112 -1.0967 -0.3419 -0.631 -1.485 3.602
H 2.6160 -1.2355 0.7972 -0.743 1.220 -1.955
H -1.0658 1.8740 1.1395 -0.122 -1.235 -2.244
H 1.8127 -2.2217 -0.3230 0.295 2.585 -1.184
H -3.4152 -1.8626 -0.6773 -1.387 3.504 0.092
H 1.9355 1.6653 0.7211 -0.322 -0.356 -1.714
H 1.2390 2.3266 -0.7528 -1.481 0.360 -1.010
H -1.1577 1.6698 -0.8262 0.485 -0.855 1.966
H 2.7407 1.3799 -0.8798 -1.023 0.249 0.273
H 3.1564 -0.9783 -0.9203 -1.303 0.118 -0.081
H -1.4314 -1.8738 0.6090 0.102 -2.616 1.935
H -1.0953 -1.3480 -0.9604 -0.045 0.222 -0.199
H 0.4205 0.0588 1.4724 -0.998 -0.753 -1.539
H -2.5531 -0.0069 1.3666 0.813 -0.211 -0.448
```
Forces are in eV/Å.

Computed properties:
spin multiplicity	1
highest occupied orbital energy	-8.5	eV
gap between HOMO and LUMO	7.35	eV

Mulliken atomic charge list, values in e, 6 entries: S -0.199; N -0.225; C -1.223; C -0.867; C -0.047; C 0.078

***

6.
Computed, not measured: the ion C6H13O with charge -2, with ωB97M-V with the def2-TZVPD basis set.

Structure (XYZ):
```
20
Properties=species:S:1:pos:R:3:forces:R:3
O 0.0702 -1.1315 1.7452 0.439 0.250 1.912
C 0.1987 2.4216 -0.6794 1.217 1.319 -1.428
C 1.0175 -1.6098 0.8996 -5.381 -1.790 -0.784
C 0.2361 -1.5100 -0.4957 0.923 -0.272 1.218
C -0.1793 1.0104 -0.2503 1.231 0.286 1.779
C -1.6531 0.7566 -0.0588 -0.726 -0.099 1.865
C 0.4237 -0.1060 -1.0866 -2.140 -1.036 -1.339
H 1.4527 -0.0119 -1.2305 1.866 0.668 -0.283
H 1.9184 -1.1497 0.9733 3.245 1.924 -0.328
H -2.3198 1.6190 0.1766 0.620 -0.423 -0.712
H 1.3879 2.6390 -0.7316 -2.616 -0.427 0.583
H 0.2116 0.9194 0.8366 -0.178 -0.063 -1.733
H -0.3906 3.0721 -0.0294 0.743 0.497 0.422
H -0.0537 -0.0364 -2.1220 0.450 -0.044 0.990
H 0.4231 -2.3986 -1.1073 0.523 0.290 -0.850
H 1.2044 -2.6945 1.0753 0.374 -0.503 -0.087
H -0.7636 -1.6906 -0.0981 -0.096 0.211 -0.291
H -0.1416 2.8657 -1.6768 0.270 -1.223 0.659
H -1.7746 0.0620 0.7971 0.371 0.531 0.127
H -1.9767 0.0798 -0.7977 -1.134 -0.095 -1.720
```
Forces are in eV/Å.

Computed properties:
spin multiplicity	2
total charge	-2
highest occupied orbital energy (spin up / spin down)	4.2 / 0.6	eV
expectation value of S²	0.7509
gap between HOMO and LUMO (spin up / spin down)	2.90 / 6.43	eV

Mulliken atomic charge list, values in e, 6 entries: O -0.937; C -5.027; C -0.922; C -0.559; C 4.149; C -2.601

***

For the records above, the corresponding strongest force on any atom values read 3.16, 4.68, 4.59, 3.39, 5.55, 5.72 eV/A.
For the records above, the corresponding energy above the lowest of the compared OMol25 structures with the same formula, charge and spin values read 47.27, 99.43, 72.89, 63.82, 146.24, 24.31 kcal/mol.
For the records above, the corresponding molecular weight values read 147.17, 179.31, 161.13, 131.24, 131.24, 101.17 u.